Entry 1:
ORCA calculation (ωB97M-V with the def2-TZVPD basis set) on a molecular structure, C40H50BrN3O3PS2Ta.

```
101
Properties=species:S:1:pos:R:3:lowdin_charge:R:1
C 3.40 -2.59 2.47 0.02
H -0.88 -2.50 -3.50 0.06
C 2.34 -0.66 -5.09 -0.09
H -0.65 0.64 -2.38 0.09
C 1.69 -3.31 -5.58 -0.04
C -0.55 2.76 4.54 -0.17
C -0.49 2.20 -0.87 -0.39
H -1.00 2.84 -4.74 0.12
H 0.70 -0.68 -3.70 0.08
C -0.62 2.35 2.05 -0.41
N 1.78 -3.15 0.75 -0.03
C 5.26 -1.01 -2.10 -0.02
C -0.19 -3.23 -3.92 -0.41
H 0.96 0.85 -1.73 0.07
C -1.19 3.76 1.76 -0.18
C 1.61 -0.09 3.54 -0.53
O 1.61 0.03 2.19 -0.23
C -0.75 3.15 -3.72 -0.16
H -0.77 -3.87 -4.59 0.09
C 0.95 -2.58 -4.65 -0.30
C -3.11 -0.21 1.75 -0.20
H -2.44 2.02 -2.99 0.10
Br -1.71 -3.82 1.98 0.90
C -2.70 0.77 0.62 -0.42
C 0.64 -3.36 -1.23 -0.98
H 0.34 2.80 -0.48 0.12
C -3.19 0.23 -0.72 -0.21
H -2.37 4.42 3.45 0.12
C -0.78 -2.83 3.26 -0.70
P -0.93 1.21 0.64 1.05
H 1.11 -0.97 6.00 0.15
C -4.41 -0.96 1.39 -0.19
S -0.65 -2.21 -0.76 0.55
H -5.08 -0.41 -1.53 0.12
H -5.04 1.28 -1.09 0.12
C 5.82 -2.07 -1.40 -0.03
O 2.26 0.57 4.27 0.20
H 1.23 3.01 -2.83 0.12
H -6.32 -0.51 0.47 0.12
C -0.99 -3.22 4.58 -0.07
C 1.28 -1.25 -4.41 -0.05
C 3.07 -1.39 -6.01 -0.07
H -0.48 4.21 -3.78 0.12
H -2.23 2.01 3.41 0.11
H -0.39 4.88 4.94 0.12
H -2.77 0.77 -1.57 0.08
C 0.07 1.40 -2.05 -0.25
H -1.23 2.74 5.39 0.12
H 0.39 2.34 4.88 0.10
H -4.88 -1.31 2.31 0.12
H 3.80 -1.60 2.69 0.11
H -0.52 4.28 1.08 0.11
C 3.34 -1.16 -0.75 -0.22
C -4.73 0.29 -0.77 -0.16
C -1.62 3.18 -1.35 -0.18
N 0.04 -1.82 2.91 -0.03
H -0.47 -2.86 6.62 0.14
C -1.98 3.00 -2.83 -0.19
H -2.74 3.73 -3.09 0.13
C -0.32 -2.56 5.59 0.02
H 0.89 1.75 -4.00 0.09
C 0.44 2.34 -3.19 -0.16
H 5.58 -3.50 0.19 0.13
C 0.68 -1.20 3.94 -0.22
C -1.37 4.59 3.04 -0.18
H -2.16 3.69 1.25 0.10
C 5.14 -2.68 -0.35 0.02
C 0.54 -1.53 5.26 0.05
H 3.88 -0.92 -6.56 0.11
H -4.18 -1.85 0.80 0.10
H -0.97 0.83 3.61 0.09
Ta 0.68 -0.97 0.81 1.60
C 2.98 -2.71 1.05 -0.27
H 1.44 -4.34 -5.78 0.12
H 0.67 4.33 3.67 0.12
N 1.68 -3.63 -0.55 -0.03
H 3.54 0.30 -2.30 0.12
H 2.60 -2.87 3.15 0.08
H 2.57 0.38 -4.92 0.10
H 6.80 -2.43 -1.67 0.12
H 0.47 2.41 2.10 0.11
C 3.99 -0.53 -1.78 0.02
C -1.15 1.89 3.42 -0.20
H 3.31 -3.29 -6.98 0.11
H 4.23 -3.29 2.61 0.12
H -2.87 -0.81 -0.82 0.05
H -1.25 4.20 -1.22 0.12
H -2.31 -0.93 1.93 0.04
C -0.33 4.21 4.08 -0.18
H 5.81 -0.55 -2.91 0.12
S 0.34 -4.39 -2.62 0.97
H -2.52 3.11 -0.75 0.09
H -1.66 -4.03 4.79 0.12
C 3.87 -2.23 -0.03 -0.13
C -5.34 -0.05 0.60 -0.18
H -5.52 0.87 1.17 0.12
O 2.04 -0.75 -0.36 -0.29
H -3.26 0.34 2.68 0.10
C 2.75 -2.72 -6.26 -0.06
H -1.32 5.65 2.79 0.12
H -3.21 1.73 0.79 0.12
```

Output
- ΔE to the lowest compared entry with this formula, charge and spin: 0.0 kcal per mole
- Maximum force: 0.9 eV Å⁻¹
- Spin multiplicity: 1
- Charge: +2
- Orbital gap: 5.84 eV
- Highest occupied orbital energy: -0.4872 Ha
- Molar mass: 976.82 u



Entry 2:
ORCA calculation (ωB97M-V with the def2-TZVPD basis set) on 9 unconnected molecules or ions with the total composition C35H79ClN9O12Si at a distorted geometry.

```
137
Properties=species:S:1:pos:R:3:lowdin_charge:R:1
H 10.55 -6.18 -4.81 0.08
H -3.45 1.28 1.45 0.12
O -4.04 -0.59 1.98 -0.01
H -11.71 1.31 -0.10 0.09
H -8.81 -4.05 -3.68 0.09
H 3.01 5.13 -3.89 0.08
C 5.72 -2.73 -0.29 -0.32
H 0.27 -3.96 2.31 0.01
C 5.49 5.48 5.33 -0.04
O 4.65 -2.48 0.23 0.00
H 1.77 3.15 2.75 0.12
H 7.95 -1.01 1.45 0.09
C 9.46 -6.23 -4.77 -0.06
N 1.67 3.69 -3.21 -0.20
H 4.82 0.28 2.89 0.05
H 10.92 -5.69 -2.73 0.13
H 3.47 3.44 -4.24 0.08
H -1.76 1.19 3.15 0.06
H 1.77 1.46 3.15 0.13
C 4.59 1.27 3.28 -0.13
H 5.81 -3.41 -1.16 0.13
C -5.57 2.22 0.35 -0.05
O 0.20 5.68 1.77 -0.08
C 6.92 -1.32 1.25 -0.03
C 4.21 2.13 2.07 -0.22
H -2.43 -2.37 -3.32 0.09
H 0.01 3.97 3.59 0.09
O -0.35 4.01 0.39 -0.04
N -3.17 -3.33 -5.03 -0.20
C -4.24 0.51 1.49 -0.35
O 0.06 -0.46 1.64 -0.18
C -7.46 -2.79 -0.94 -0.35
C -3.82 -4.26 -4.32 -0.37
C 3.27 4.56 5.22 -0.31
C -11.63 2.37 -0.32 -0.06
H 9.15 -7.23 -5.07 0.09
C 8.14 -2.57 -0.55 -0.06
H -2.66 -2.57 -6.91 0.09
H -4.65 2.81 0.45 0.09
H 4.10 6.63 7.46 0.08
H 0.38 2.23 -2.60 0.14
H -9.81 3.77 1.95 0.09
C 7.58 -5.99 -3.13 -0.03
H -6.21 -0.92 0.35 0.06
O 1.33 1.75 -4.34 -0.04
C 2.64 4.15 -4.18 -0.06
H 7.03 -6.22 -4.04 0.09
H 3.78 7.58 5.99 0.09
N -10.35 2.87 0.13 -0.20
H -5.82 2.13 -0.71 0.09
H -7.36 0.42 0.40 0.07
C -0.18 4.51 1.50 -0.77
H 2.63 -1.10 2.91 0.00
H 8.82 -3.05 0.16 0.09
N 4.08 5.53 5.68 -0.20
Si 0.94 -1.82 1.27 0.46
H -1.07 -0.87 3.32 0.12
H -1.35 -2.35 -4.72 0.09
H 6.31 -0.45 1.04 0.09
O 1.89 1.94 1.13 -0.10
H 0.98 -2.33 -1.13 0.02
O 3.63 3.63 4.53 0.01
H 6.01 6.33 5.77 0.08
N 6.90 -2.23 0.11 -0.19
O -8.37 3.86 -0.38 0.02
H -0.50 1.43 4.33 0.12
C 3.59 6.63 6.49 -0.06
O 9.53 -5.44 -1.27 0.01
H 3.23 0.34 1.34 0.09
H -11.73 2.52 -1.39 0.08
H 5.93 4.55 5.71 0.09
H -6.38 2.74 0.86 0.07
H 5.61 5.50 4.25 0.09
C -8.76 -3.30 -2.90 -0.04
C -2.39 -2.28 -4.40 -0.04
H -6.40 -4.73 -3.17 0.07
H 6.51 -1.82 2.13 0.10
H -7.53 -5.69 -2.18 0.09
H -12.44 2.90 0.19 0.09
C -6.89 -4.81 -2.20 -0.05
H -8.58 -2.32 -3.36 0.09
C -0.23 -0.25 3.00 -0.25
C 9.86 -5.68 -2.41 -0.35
H 3.39 -2.18 1.77 -0.01
H -2.85 -4.34 -6.84 0.09
N -7.69 -3.61 -1.98 -0.19
H -3.70 -4.13 -3.23 0.13
H 2.57 -1.69 -0.63 0.00
O -8.08 -1.77 -0.70 0.00
H -9.81 3.46 -1.76 0.13
C -10.00 2.77 1.54 -0.04
H 1.16 -0.62 -0.87 0.03
H 7.26 -5.01 -2.76 0.07
O -4.49 -5.17 -4.79 -0.01
C 1.35 4.53 -2.06 -0.04
H 3.80 1.14 4.00 0.06
H 3.56 1.54 0.12 0.12
C -3.24 -3.38 -6.48 -0.04
H 0.61 4.06 -1.42 0.05
C 3.19 1.42 1.13 -0.22
C -6.51 -0.03 0.89 -0.05
C 1.50 -1.59 -0.52 -0.14
C 2.48 -2.03 2.37 -0.15
H -9.09 2.18 1.66 0.08
H -9.71 -3.26 -2.37 0.09
H -2.78 -1.30 -4.68 0.09
H 2.52 6.52 6.66 0.08
H -6.62 -3.12 -0.31 0.14
H 8.61 -1.67 -0.94 0.09
N -0.07 2.19 2.39 -0.11
H 2.31 -2.83 3.08 0.02
H 0.95 5.49 -2.41 0.09
H 2.18 4.21 -5.17 0.08
H 2.22 4.69 5.53 0.14
H 7.37 -6.73 -2.37 0.10
C 1.10 2.49 -3.39 -0.35
C -9.46 3.43 -0.71 -0.35
H 2.25 4.71 -1.48 0.09
H -1.11 -3.30 1.36 0.03
C -0.03 -3.44 1.41 -0.16
H 3.89 3.13 2.34 0.08
H -10.81 2.30 2.09 0.08
H 7.96 -3.26 -1.37 0.05
C -0.68 1.20 3.26 -0.20
H -4.28 -3.30 -6.80 0.09
H 5.51 1.61 3.75 0.06
H -6.78 -0.33 1.91 0.10
H 5.12 2.24 1.49 0.09
H 0.61 -0.46 3.66 0.09
N -5.39 0.90 0.93 -0.19
C -0.49 3.56 2.71 -0.59
H 0.26 -4.06 0.57 0.02
C 1.38 2.18 2.43 -0.19
H -6.13 -4.91 -1.43 0.09
H 9.04 -5.50 -5.46 0.09
Cl -2.26 3.69 3.00 0.64
N 9.01 -5.96 -3.42 -0.20
```

Output
- ΔE to the lowest compared entry with this formula, charge and spin: 0.0 kcal per mole
- Maximum force: 1.2 eV Å⁻¹
- Spin multiplicity: 1
- Charge: -1
- Orbital gap: 6.25 eV
- Highest occupied orbital energy: -0.1678 Ha
- Molar mass: 881.61 u



Entry 3:
ORCA calculation (ωB97M-V with the def2-TZVPD basis set) on 3 unconnected molecules or ions with the total composition C15H30N3O6S2 at a distorted geometry.

```
56
Properties=species:S:1:pos:R:3:lowdin_charge:R:1
H 0.18 0.63 1.99 0.09
H 5.57 0.19 1.93 0.08
H -3.20 0.17 -0.27 0.08
H 6.00 1.60 0.89 0.08
N -3.30 -2.01 -2.42 0.20
H 6.40 -2.54 -1.26 0.12
S -2.77 3.80 1.53 0.62
N -3.81 0.05 -1.12 0.10
O -1.85 4.84 0.68 -0.26
N -4.71 -2.22 -0.27 0.01
C -0.70 4.34 0.02 -0.27
H -3.30 -4.24 2.31 0.13
H 2.12 -0.67 0.46 0.07
C 0.83 -2.79 0.06 -0.04
C -1.07 3.53 -1.21 -0.08
C -0.04 -0.46 1.55 -0.05
H -3.17 5.60 3.02 0.08
H -3.94 -2.47 2.19 0.12
H -5.69 -2.40 -0.59 0.15
C 7.02 -1.65 -1.42 -0.27
C 6.93 -1.17 -2.86 -0.08
H -3.33 -3.96 -0.66 0.12
H 4.29 1.26 1.29 0.07
C 1.10 -1.26 0.65 -0.04
C -3.90 -1.47 -1.31 -0.19
H -3.86 -2.72 -2.98 0.17
H -0.83 -4.58 0.02 0.09
H -4.78 0.35 -0.79 0.12
O 4.34 -1.38 -0.01 -0.31
C -3.79 5.00 2.35 -0.12
H -2.36 -0.61 2.49 0.10
H -2.31 -1.81 -2.75 0.17
O -3.61 3.06 0.61 -0.31
O 6.68 -0.63 -0.50 -0.26
C -0.64 -3.48 0.42 -0.04
H -1.61 2.62 -0.93 0.05
H -0.10 5.20 -0.29 0.13
O -1.95 3.14 2.53 -0.29
S 5.11 -0.21 -0.36 0.62
H 8.06 -1.94 -1.21 0.13
H 5.90 -0.93 -3.13 0.07
H -4.27 5.63 1.59 0.08
C -3.30 -3.29 1.62 -0.16
O 4.75 0.65 -1.47 -0.29
C -1.51 -1.15 1.85 -0.04
H 7.29 -1.93 -3.55 0.08
H -4.55 4.47 2.92 0.08
H -0.08 3.75 0.71 0.11
C -4.06 -3.52 0.16 -0.22
H 7.52 -0.26 -2.99 0.09
C -1.82 -2.68 1.28 -0.17
C 5.26 0.81 1.09 -0.12
H -4.95 -4.30 0.31 0.14
H -0.18 3.23 -1.76 0.08
H 1.68 -3.31 -0.57 0.09
H -1.72 4.11 -1.87 0.09
```

Output
- Maximum force: 5.1 eV Å⁻¹
- Spin multiplicity: 1
- Charge: +1
- Orbital gap: 5.96 eV
- Highest occupied orbital energy: -0.4034 Ha
- Molar mass: 412.55 u



Entry 4:
ORCA calculation (ωB97M-V with the def2-TZVPD basis set) on C8H15BrOS2 in the gas phase at a distorted geometry.

```
27
Properties=species:S:1:pos:R:3:lowdin_charge:R:1
H -0.59 -2.99 -1.11 0.13
H -0.39 -1.35 -3.68 0.01
H -3.69 2.33 0.85 0.10
C -1.83 1.70 0.05 -0.56
H 2.64 1.41 0.68 0.07
H -3.07 3.38 -0.51 0.06
H 2.76 1.31 2.34 0.08
C -0.72 -1.98 -1.79 -0.54
H -1.08 2.26 0.81 0.11
H 2.99 -0.70 3.28 0.06
O 2.23 -1.11 2.94 -0.06
C 2.16 -0.49 1.66 -0.49
H -1.65 -1.36 -1.50 0.04
H 2.33 -1.06 0.74 0.10
Br -0.02 0.47 3.22 0.77
H 0.82 -2.41 -3.36 0.09
S -1.80 -0.02 0.57 0.81
H 3.90 0.55 1.19 0.05
C 0.72 -0.16 1.53 -0.66
S 0.59 -0.89 -1.09 0.88
H -0.94 -3.03 -3.74 0.12
C 2.95 0.79 1.44 -0.01
H -3.62 1.89 -0.88 0.03
C -0.29 -2.22 -3.18 -0.24
H -1.14 1.72 -0.80 0.06
C -3.16 2.40 -0.13 -0.13
C -0.09 -0.42 0.48 -0.88
```

Output
- SMILES: CCSC(SCC)=C(Br)[C@@H](C)O
- ΔE to the lowest compared entry with this formula, charge and spin: 0.0 kcal per mole
- Maximum force: 5.0 eV Å⁻¹
- Spin multiplicity: 1
- Orbital gap: 9.00 eV
- Highest occupied orbital energy: -0.3077 Ha
- Molar mass: 271.24 u



Entry 5:
ORCA calculation (ωB97M-V with the def2-TZVPD basis set) on C17H19NO6 in the gas phase at a distorted geometry.

```
43
Properties=species:S:1:pos:R:3:lowdin_charge:R:1
C -1.90 -3.82 0.66 -0.08
H 2.86 2.58 -0.05 0.12
H 1.27 -1.42 -2.67 0.10
H 3.15 -0.68 1.71 0.08
H 4.76 0.09 1.66 0.09
H -1.01 -5.14 -0.77 0.10
O -4.21 2.29 -1.31 0.09
C -1.01 -0.18 1.25 -0.14
H 0.55 -3.48 -1.64 0.10
C -0.13 -3.20 -0.85 -0.01
C -2.72 0.96 0.08 -0.40
H -5.06 3.50 -2.74 0.13
C -2.08 2.37 -1.98 0.01
H 2.32 -2.06 -1.37 0.10
C 3.93 -0.30 1.05 -0.09
H 1.95 2.94 2.22 0.12
H -1.73 -0.12 2.08 0.17
O -1.40 0.75 0.23 0.03
H 4.30 -1.10 0.42 0.09
C -1.02 -1.59 0.70 -0.09
H -2.52 3.72 -3.70 0.10
C 2.09 1.91 1.87 -0.14
H 2.33 -0.32 -1.73 0.09
C -1.01 -4.15 -0.35 -0.08
H -2.59 -4.56 1.04 0.10
C -0.12 -1.92 -0.32 -0.21
H -2.59 -2.27 1.96 0.12
C 1.70 -1.21 -1.68 -0.07
C -2.96 1.86 -1.05 -0.17
H 4.10 2.35 1.22 0.12
C -1.90 -2.54 1.18 -0.01
C 0.37 0.19 1.81 -0.44
H 0.37 1.83 0.63 0.14
C -4.14 3.07 -2.39 -0.10
O 0.93 -0.53 2.61 0.08
C 3.18 1.94 0.78 -0.21
H 2.41 1.28 2.70 0.12
H -1.03 2.19 -2.03 0.12
O -3.57 0.47 0.78 0.15
O 0.71 -0.92 -0.73 -0.07
C -2.86 3.16 -2.85 -0.05
N 0.84 1.38 1.40 0.10
O 3.45 0.70 0.17 -0.21
```

Output
- SMILES: COCCNC(=O)[C@@H](OC(=O)c1ccco1)c1ccccc1OC
- ΔE to the lowest compared entry with this formula, charge and spin: 61.6 kcal per mole
- Maximum force: 1.1 eV Å⁻¹
- Spin multiplicity: 1
- Orbital gap: 9.14 eV
- Highest occupied orbital energy: -0.3137 Ha
- Molar mass: 333.34 u



Entry 6:
ORCA calculation (ωB97M-V with the def2-TZVPD basis set) on a molecular structure, C21H24N3PdS3 at a distorted geometry.

```
52
Properties=species:S:1:pos:R:3:lowdin_charge:R:1
H 1.86 3.28 -0.29 0.10
S -1.98 2.43 -1.26 0.47
H -0.35 5.54 1.97 0.11
H -3.87 -4.67 0.87 0.09
C -3.11 -3.15 -2.12 -0.12
H 4.06 -0.70 -0.17 0.08
C 1.42 -1.62 0.14 -0.20
H 2.93 -0.46 2.14 0.08
C -3.57 -3.88 0.19 -0.11
H 1.31 0.29 2.20 0.02
H -3.14 -3.34 -3.20 0.10
S -2.84 -2.13 2.38 0.94
N -1.93 -0.72 0.44 -0.22
C 1.45 4.25 -0.66 -0.17
S -1.37 0.61 2.61 0.47
C 1.97 -0.20 0.21 -0.61
H -3.93 -5.04 -1.62 0.09
H 3.23 -0.13 -1.64 0.06
C -3.54 -4.10 -1.19 -0.13
N 0.16 4.05 -1.34 -0.02
C 0.76 -3.43 -1.35 -0.09
H -1.94 3.99 1.02 0.11
C 0.98 -2.38 1.20 -0.04
C 0.91 0.67 -0.43 -0.22
N -1.04 4.10 0.62 -0.01
H 2.72 1.20 1.66 0.06
H 1.73 -1.61 -1.96 0.11
C 2.25 0.23 1.64 -0.09
H 0.06 -4.19 1.84 0.10
C -2.59 -1.98 -1.61 -0.04
H 0.41 3.95 2.16 0.12
C 3.29 0.00 -0.55 -0.08
C -0.94 3.71 -0.67 -0.79
C -2.52 -1.78 -0.22 -0.29
C 1.32 -2.18 -1.13 -0.04
H 1.05 -1.97 2.22 0.11
H 0.13 3.84 -2.34 0.12
H -2.21 -1.19 -2.27 0.11
C -2.00 -0.68 1.75 -1.19
H 2.19 4.67 -1.35 0.12
H 3.69 1.00 -0.35 0.07
H 0.74 -3.83 -2.36 0.10
H 2.10 5.26 1.14 0.11
C 1.19 5.17 0.54 -0.18
C 0.42 -3.64 0.98 -0.10
H 0.95 6.15 0.16 0.10
H 1.22 1.12 -1.38 0.00
C 0.04 4.69 1.42 -0.17
C 0.35 -4.18 -0.27 -0.13
C -3.09 -2.68 0.71 -0.48
H 0.02 -5.21 -0.42 0.10
Pd -0.95 0.86 -0.07 0.45
```

Output
- ΔE to the lowest compared entry with this formula, charge and spin: 3.4 kcal per mole
- Maximum force: 3.1 eV Å⁻¹
- Spin multiplicity: 3
- Charge: -1
- Orbital gap (spin up / spin down): 4.84 / 5.94 eV
- Highest occupied orbital energy (spin up / spin down): -0.0765 / -0.1178 Ha
- <S²>: 2.016
- Molar mass: 521.07 u